Computed, not measured: a molecular structure, C34H38BBr2N9O3S3V at a distorted geometry, with the ωB97M-V functional and the def2-TZVPD basis.

XYZ file:
```
91
Properties=species:S:1:pos:R:3:forces:R:3:lowdin_charge:R:1
V -0.441 -0.053 -0.065 0.198 -1.419 -2.027 0.645
C -4.008 1.471 -2.111 -0.163 0.086 -0.051 -0.016
C -4.036 1.847 -0.652 -0.477 0.082 -0.340 -0.315
C -5.120 2.571 -0.085 -0.032 -0.127 -0.564 -0.013
C -5.078 2.944 1.216 0.043 0.108 0.358 -0.035
C -3.950 2.622 2.004 0.115 -0.176 -0.161 -0.186
C -3.766 2.986 3.360 -0.489 0.139 -0.226 -0.638
Br -5.111 3.956 4.288 -0.044 0.027 -0.028 0.750
C -2.634 2.664 4.023 0.710 -0.289 0.149 -0.180
C -1.616 1.932 3.369 -0.033 0.190 0.320 -0.577
Br 0.020 1.600 4.264 -0.053 0.088 0.065 0.819
C -1.722 1.503 2.062 0.274 -0.228 -0.225 -0.364
O -0.779 0.824 1.464 -1.494 1.903 2.673 -0.245
C -2.933 1.877 1.361 0.022 0.030 0.132 -0.126
N -3.013 1.498 0.067 0.436 -0.296 0.479 0.166
H -5.003 1.548 -2.565 0.182 -0.027 0.069 0.075
H -3.620 0.458 -2.244 -0.002 0.096 0.052 0.068
H -3.329 2.146 -2.648 -0.080 -0.096 0.087 0.080
H -5.982 2.815 -0.696 0.079 0.005 -0.017 0.110
H -5.893 3.503 1.655 -0.019 -0.008 0.042 0.079
H -2.502 2.984 5.048 0.096 -0.083 -0.034 0.093
C 1.976 -2.050 3.626 -0.398 -0.069 0.173 -0.012
N 0.506 -1.993 3.655 0.310 0.148 0.300 -0.093
C -0.279 -1.816 4.800 1.466 -0.216 0.019 -0.082
C -1.542 -1.760 4.420 -0.964 -0.004 -0.710 -0.058
N -1.558 -1.905 3.023 -0.399 0.346 -0.367 0.036
C -0.263 -2.032 2.543 -0.555 -0.233 0.554 -0.635
S 0.288 -2.326 0.969 0.135 0.001 0.442 0.772
C -2.778 -1.901 2.260 0.715 -0.197 0.616 -0.259
C -3.972 -2.110 2.923 -0.686 -0.176 0.437 0.001
C -5.144 -2.122 2.184 0.014 -0.088 0.624 -0.055
C -5.087 -1.942 0.821 -0.105 0.000 -0.381 -0.059
C -3.842 -1.762 0.258 0.499 0.095 -0.080 -0.106
N -2.706 -1.732 0.968 -0.036 0.460 -0.891 0.130
H 2.353 -1.733 4.602 -0.122 -0.060 -0.150 0.095
H 2.332 -1.387 2.847 -0.001 0.180 -0.138 0.057
H 2.313 -3.063 3.404 -0.076 -0.016 0.069 0.092
H 0.150 -1.727 5.789 -0.013 0.003 -0.289 0.128
H -2.435 -1.588 5.002 0.262 0.007 -0.167 0.119
H -3.997 -2.288 3.990 -0.092 -0.007 -0.152 0.101
H -6.093 -2.297 2.679 0.099 0.056 -0.001 0.113
H -5.982 -1.953 0.209 0.123 0.010 0.028 0.109
H -3.720 -1.634 -0.812 0.032 0.047 0.015 0.106
N -0.390 2.055 -3.604 -0.142 0.612 1.010 0.090
C -0.256 3.215 -2.803 -0.179 -1.077 -0.506 -0.081
C -0.315 2.809 -1.515 -0.048 -0.440 0.063 -0.113
N -0.472 1.417 -1.447 0.447 -0.372 -0.468 -0.026
C -0.509 0.971 -2.743 -0.120 1.088 0.384 -0.305
C -0.660 -0.386 -2.907 -0.257 -1.453 0.536 -0.332
N -0.621 -1.138 -1.736 -0.502 -0.093 -1.541 -0.072
C -0.888 -2.482 -2.140 0.259 1.133 0.294 -0.153
C -1.065 -2.542 -3.472 0.148 1.181 -0.650 -0.108
N -0.946 -1.219 -3.981 -0.110 -1.056 0.992 0.076
H -0.274 2.014 -4.588 0.131 -0.011 -0.408 0.126
H -0.135 4.197 -3.237 -0.024 -0.188 0.058 0.103
H -0.241 3.416 -0.622 0.005 -0.180 -0.144 0.118
H -0.905 -3.290 -1.427 -0.026 0.115 0.031 0.071
H -1.272 -3.387 -4.120 0.083 0.289 0.143 0.104
H -0.899 -0.985 -4.946 0.091 0.100 -0.348 0.115
S 2.526 -0.810 -2.771 0.136 -0.092 -0.236 0.789
C 2.849 -1.998 -3.848 0.032 -0.143 0.195 -1.135
N 3.669 -3.059 -3.648 0.109 -0.138 -0.272 -0.078
C 4.117 -3.784 -4.835 -0.142 0.112 0.327 -0.241
C 2.944 -3.728 -5.795 -0.271 0.216 0.061 -0.432
S 2.160 -2.119 -5.460 0.016 0.161 -0.224 0.898
H 4.243 -3.021 -2.823 0.080 -0.011 0.113 0.128
H 4.369 -4.809 -4.580 0.029 -0.094 0.057 0.117
H 4.994 -3.310 -5.275 0.149 0.119 -0.060 0.115
H 2.217 -4.507 -5.585 0.010 -0.130 -0.021 0.074
H 3.251 -3.770 -6.836 0.025 -0.060 -0.038 0.074
C 4.709 -0.342 0.728 0.104 -0.250 -0.133 -0.019
C 3.738 0.751 1.137 -0.456 -0.003 -0.202 -0.477
C 4.117 1.287 2.505 0.028 0.085 0.207 -0.017
O 2.430 0.141 1.242 -0.029 0.230 -0.277 -0.008
B 1.586 0.534 0.175 1.359 0.422 -0.013 -0.595
O 2.274 1.509 -0.578 0.205 -0.360 0.390 0.004
C 3.543 1.853 0.032 -0.472 -0.138 0.095 -0.476
C 4.617 1.862 -1.038 0.095 0.097 -0.225 -0.025
C 3.384 3.257 0.591 -0.136 0.212 0.182 -0.019
H 4.703 -1.125 1.493 0.017 0.086 -0.090 0.087
H 5.732 0.044 0.630 -0.170 -0.115 0.019 0.090
H 4.394 -0.792 -0.219 0.093 0.056 0.108 0.071
H 4.310 0.446 3.183 -0.018 0.156 -0.089 0.084
H 3.303 1.883 2.926 0.156 -0.040 -0.057 0.078
H 5.025 1.902 2.450 -0.140 -0.137 0.062 0.093
H 4.610 0.933 -1.608 0.057 0.031 0.044 0.052
H 5.613 2.014 -0.597 -0.205 0.008 -0.120 0.093
H 4.413 2.682 -1.736 0.080 -0.134 0.115 0.093
H 2.589 3.290 1.345 0.152 0.020 -0.132 0.095
H 3.100 3.922 -0.232 0.038 -0.079 0.137 0.092
H 4.316 3.627 1.036 -0.163 -0.028 -0.068 0.088
```
Positions in Å, forces in eV/Å.

Summary:
spin multiplicity: 2
lowest unoccupied orbital energy (alpha / beta): 0.41 / 0.41 eV
expectation value of S²: 0.78

=====

Computed, not measured: a molecular structure, C28H31N3P2SZn at a distorted geometry, with the ωB97M-V functional and the def2-TZVPD basis.

XYZ file:
```
66
Properties=species:S:1:pos:R:3:forces:R:3:lowdin_charge:R:1
Zn 0.905 0.786 -0.132 -1.016 -0.659 0.057 0.297
C -2.039 -1.346 0.508 -0.650 -0.356 -0.515 -0.324
C -2.399 0.048 -0.007 -0.107 -0.289 -1.056 -0.335
P -1.272 0.689 -1.367 -1.501 0.428 0.483 1.012
C -1.572 -0.432 -2.759 -0.288 -1.516 0.382 -0.405
C -2.662 -1.318 -2.811 -0.547 -0.699 -1.350 -0.062
C -2.793 -2.136 -3.999 -1.266 -0.126 1.076 -0.058
C -1.881 -2.212 -5.037 0.549 2.219 0.455 -0.040
C -0.821 -1.286 -4.923 0.514 -0.826 0.589 -0.060
C -0.620 -0.514 -3.788 -0.925 0.598 0.107 -0.110
C -2.142 2.264 -1.822 0.946 0.988 0.700 -0.336
C -3.171 2.416 -2.758 0.596 -1.137 -0.081 -0.076
C -3.620 3.673 -3.143 -0.516 -0.379 -0.349 -0.060
C -3.062 4.788 -2.542 -0.612 0.591 -0.532 -0.060
C -2.108 4.662 -1.539 -0.794 0.575 0.925 -0.084
C -1.671 3.428 -1.142 0.859 -1.934 -0.091 -0.127
C -1.301 -1.380 1.879 -0.385 -1.253 -0.721 -0.280
P 0.505 -0.861 1.655 0.106 -1.154 0.843 1.022
C 1.403 -2.411 1.251 -1.273 0.867 -1.299 -0.400
C 2.569 -2.695 1.907 1.393 -0.761 0.075 -0.117
C 3.264 -3.863 1.605 -1.383 -0.719 -1.895 -0.041
C 2.833 -4.752 0.577 -1.636 1.548 0.758 -0.027
C 1.699 -4.371 -0.190 0.184 0.936 -0.328 -0.047
C 1.002 -3.176 0.150 0.646 -1.034 -0.956 -0.098
C 1.062 -0.583 3.372 -0.217 0.045 1.176 -0.393
C 1.602 0.657 3.778 -0.005 -0.046 -1.011 -0.117
C 1.399 1.159 5.060 0.761 -0.478 -0.355 -0.052
C 0.875 0.313 6.033 -0.122 -0.189 -1.456 -0.051
C 0.499 -0.971 5.705 0.560 -0.834 -1.900 -0.042
C 0.623 -1.481 4.385 -0.394 1.972 -0.001 -0.052
H -1.464 -1.848 -0.292 -0.206 -0.131 0.579 0.062
H -3.027 -1.878 0.535 1.076 0.051 0.450 0.134
H -2.401 0.716 0.834 -0.113 0.801 0.146 0.081
H -3.420 0.030 -0.464 0.806 0.292 0.470 0.100
H -3.486 -1.424 -2.041 1.242 0.392 -1.030 0.124
H -3.730 -2.691 -4.120 0.417 -0.014 0.362 0.114
H -2.013 -2.750 -5.979 -0.139 -0.081 0.656 0.125
H -0.051 -1.254 -5.661 0.287 0.047 -0.595 0.103
H 0.194 0.184 -3.682 0.478 -0.032 -0.478 0.086
H -3.584 1.514 -3.213 0.053 0.277 -0.059 0.110
H -4.433 3.723 -3.907 0.870 0.205 0.786 0.135
H -3.437 5.771 -2.848 0.296 -0.334 0.279 0.124
H -1.895 5.504 -0.890 0.383 0.228 -0.451 0.115
H -0.900 3.288 -0.335 -1.035 0.477 -0.943 0.022
H -1.369 -2.483 2.211 0.486 1.804 -0.097 0.128
H -1.822 -0.723 2.610 0.547 -0.447 -0.373 0.106
H 3.052 -2.006 2.587 -0.426 -0.042 0.353 0.110
H 4.163 -4.065 2.092 1.234 -0.380 0.865 0.092
H 3.261 -5.725 0.454 0.561 -0.148 -0.282 0.105
H 1.419 -4.855 -1.165 0.294 0.123 1.424 0.127
H 0.241 -2.823 -0.576 0.336 -0.348 0.849 0.094
H 2.244 1.172 3.028 -1.029 0.218 0.614 0.079
H 1.698 2.179 5.251 0.163 -0.056 0.333 0.112
H 0.732 0.586 7.029 -0.176 0.850 1.345 0.101
H 0.060 -1.589 6.441 -0.187 -0.647 0.738 0.103
H 0.272 -2.461 4.102 -0.139 -0.139 0.209 0.108
N 2.970 0.748 -0.697 0.417 0.263 1.099 -0.020
N 3.624 2.020 -0.399 1.110 -2.092 -0.697 -0.033
C 2.901 3.065 0.081 -0.352 -1.323 0.307 -0.772
N 3.452 4.250 0.127 0.140 0.968 0.307 0.154
S 1.348 2.797 0.727 0.138 1.431 0.113 0.738
H 3.349 -0.045 -0.094 -0.259 1.287 -1.409 0.148
H 2.954 0.579 -1.715 0.702 -0.092 0.742 0.129
H 4.677 1.950 -0.407 -1.735 0.574 -0.137 0.197
H 4.448 4.408 0.086 -0.011 -0.021 -0.327 0.143
H 2.867 5.042 0.384 0.297 -0.341 0.124 0.136
```
Positions in Å, forces in eV/Å.

Summary:
lowest unoccupied orbital energy: -5.55 eV
charge: +2

=====

Computed, not measured: 2 unconnected molecules or ions with the total composition C6H12O, with the ωB97M-V functional and the def2-TZVPD basis.

XYZ file:
```
19
Properties=species:S:1:pos:R:3:forces:R:3:lowdin_charge:R:1
C -1.780 -0.644 -2.061 -0.155 -0.014 0.154 0.003
C -1.620 -0.397 -0.767 -0.179 0.165 -0.392 -0.314
O -1.696 -1.379 0.170 0.011 -0.034 0.110 -0.015
C 1.257 -0.512 0.211 0.151 0.030 0.241 -0.188
C 1.439 0.398 -0.967 0.001 0.089 0.000 -0.097
C 0.893 -0.194 1.457 0.059 -0.096 -0.140 -0.208
C 0.318 1.105 1.952 0.001 0.085 -0.040 -0.102
H 0.844 0.071 -1.825 0.161 0.052 0.173 0.059
H -1.825 0.168 -2.778 0.102 -0.098 0.116 0.055
H -1.898 -1.664 -2.410 -0.083 0.110 0.000 0.063
H -1.446 0.614 -0.390 -0.093 -0.214 -0.043 0.109
H -1.095 -1.143 0.891 -0.066 -0.088 -0.091 0.059
H 1.501 -1.556 0.018 0.151 0.149 0.097 0.110
H 1.193 1.440 -0.743 0.011 -0.152 -0.029 0.071
H 2.497 0.358 -1.255 -0.126 0.069 -0.028 0.079
H 0.977 -0.981 2.207 -0.166 0.035 -0.085 0.103
H 0.042 1.781 1.137 0.118 -0.090 0.119 0.061
H 0.995 1.642 2.626 -0.037 -0.100 -0.092 0.075
H -0.594 0.893 2.527 0.139 0.101 -0.069 0.078
```
Positions in Å, forces in eV/Å.

Summary:
lowest unoccupied orbital energy: 0.97 eV

=====

Computed, not measured: 2 unconnected molecules or ions with the total composition C5H11NOS at a distorted geometry, with the ωB97M-V functional and the def2-TZVPD basis.

XYZ file:
```
19
Properties=species:S:1:pos:R:3:forces:R:3:lowdin_charge:R:1
C 0.032 -1.801 -0.692 1.601 1.810 -0.583 -0.485
C 2.120 1.917 -0.282 -2.637 0.522 0.077 -0.232
C 2.399 1.120 0.949 1.727 -0.713 0.237 -0.185
C 1.939 0.419 -0.339 -0.272 0.676 0.620 -0.591
C -3.249 0.223 0.193 -2.027 3.008 -3.942 -0.143
N -4.493 0.187 -0.086 2.527 2.028 -2.139 0.030
O 0.502 -2.557 0.343 -0.923 -0.859 1.721 -0.104
S 0.174 0.115 -0.338 -0.347 -2.294 -1.031 0.871
H 0.615 -2.145 -1.560 0.141 0.867 0.105 0.093
H -0.972 -1.939 -0.992 -1.420 -0.104 0.177 0.048
H 1.105 2.395 -0.212 1.170 -0.062 -0.415 0.083
H 2.798 2.466 -0.922 0.415 -0.208 0.437 0.100
H 3.505 1.094 1.157 -1.322 -0.384 0.178 0.109
H 1.692 1.068 1.829 1.004 0.358 -1.245 0.111
H 2.535 -0.232 -0.977 0.065 0.258 0.396 0.107
H -0.178 -2.596 1.055 0.862 0.124 -0.677 0.111
H -2.623 0.935 -0.503 -0.892 -1.512 1.655 0.076
H -2.829 -0.269 0.972 1.653 -1.611 2.355 0.012
H -5.073 -0.398 0.404 -1.323 -1.905 2.074 -0.010
```
Positions in Å, forces in eV/Å.

Summary:
lowest unoccupied orbital energy: 0.68 eV

=====

Computed, not measured: C4H5FO in the gas phase at a distorted geometry, with the ωB97M-V functional and the def2-TZVPD basis.

XYZ file:
```
11
Properties=species:S:1:pos:R:3:forces:R:3:lowdin_charge:R:1
C 1.170 0.054 0.248 -2.367 0.122 3.311 -0.258
C -0.243 0.787 0.219 -0.400 -1.164 -3.007 -0.279
C -1.471 -0.037 -0.098 2.981 0.595 0.974 -0.076
C -2.365 -0.791 -0.285 -3.569 -2.467 -1.699 0.092
H 2.482 -1.025 -0.588 -3.263 0.374 -0.910 0.165
H 2.013 0.754 0.342 -0.725 0.341 0.571 0.124
H 0.952 -0.559 1.229 1.003 1.094 -1.159 0.148
H -0.458 1.278 1.114 0.320 0.598 1.840 0.113
H -3.239 -1.443 -0.677 2.172 1.598 1.213 0.082
O 1.469 -0.815 -0.757 3.187 -1.438 -0.912 -0.074
F -0.310 1.797 -0.746 0.661 0.346 -0.221 -0.036
```
Positions in Å, forces in eV/Å.

Summary:
lowest unoccupied orbital energy: 0.63 eV

=====

| no. | electronic energy (Eh) |
| --- | --- |
| 1 | -9348.516208 |
| 2 | -4109.532415 |
| 3 | -310.991689 |
| 4 | -725.171897 |
| 5 | -330.396388 |